# 1
Density functional theory data (wB97M-V/def2-TZVPD) for a structure of composition C3H6INS at a distorted geometry.

CARTESIAN COORDINATES (ANGSTROEM)
C -0.0653 -1.2153 -0.5003
C 0.3989 0.7995 0.6712
C -0.7847 -0.2116 0.4842
N 1.2987 -0.2873 0.5128
S -2.2977 0.6173 -0.4213
I 3.2391 0.0208 -0.1890
H 0.1837 -2.3366 -0.3272
H 0.0190 -0.7518 -1.5035
H 0.3313 1.5411 -0.2070
H 0.5440 1.2787 1.6666
H -1.3177 -0.5794 1.2933
H -1.5494 1.1247 -1.4798

**HOMO-LUMO gap (spin up / spin down)**: 6.42 / 6.65 eV
**Largest force on an atom**: 4.13 eV/Å
**Multiplicity**: 3
**E**: -23628.0041 eV
**Energy above the lowest of the compared OMol25 structures with the same formula, charge and spin**: 3.215 eV



# 2
Density functional theory data (wB97M-V/def2-TZVPD) for the ion C7H6N5 with charge +1 at a distorted geometry.

CARTESIAN COORDINATES (ANGSTROEM)
C -2.0086 -1.5289 0.0000
C -2.5025 -0.2228 0.0002
C -1.6282 0.8428 0.0001
N -0.3110 0.6135 0.0000
C 0.1980 -0.6500 -0.0002
C -0.6408 -1.7521 -0.0002
C 1.6234 -0.5246 -0.0002
N 2.7617 -1.1753 0.0001
N 3.6959 -0.2476 0.0004
N 3.2286 0.9333 0.0001
N 1.9132 0.8193 -0.0002
C 0.7400 1.6306 -0.0001
H -2.6921 -2.3643 0.0001
H -3.5649 -0.0371 0.0003
H -1.9603 1.8708 0.0002
H -0.2141 -2.7430 -0.0003
H 0.6809 2.2677 0.8931
H 0.6807 2.2677 -0.8933

**HOMO-LUMO gap**: 8.96 eV
**Largest force on an atom**: 2.51 eV/Å
**Multiplicity**: 1
**E**: -14797.9882 eV
**Energy above the lowest of the compared OMol25 structures with the same formula, charge and spin**: 0.000 eV
**Net charge**: +1



# 3
Density functional theory data (wB97M-V/def2-TZVPD) for a structure of composition C32H30N3PdS at a distorted geometry.

CARTESIAN COORDINATES (ANGSTROEM)
Pd 0.5619 0.5614 0.5946
C -1.9676 2.8875 -1.8101
C -0.8851 1.8076 -1.8916
C -1.5242 0.4502 -2.0276
C -1.7881 -0.0536 -3.2860
C -2.4960 -1.2346 -3.4467
C -2.9017 -1.9511 -2.3358
C -2.6241 -1.5174 -1.0488
C -2.9759 -2.4148 0.1041
C -4.4876 -2.5268 0.3378
C -1.9510 -0.2799 -0.8868
N -1.5837 0.1615 0.3533
C -2.2566 0.1703 1.4740
C -1.5610 0.1604 2.6905
C -1.9584 0.3373 4.0445
C -0.8162 0.2128 4.7982
C 0.2456 -0.0485 3.8956
N -0.2016 -0.0966 2.6579
H -1.5237 3.8559 -1.5947
H -2.6803 2.6496 -1.0255
H -2.5080 2.9632 -2.7509
H -0.2521 1.8846 -0.9723
H -0.2558 2.0111 -2.7601
H -1.4506 0.4885 -4.1552
H -2.7306 -1.5886 -4.4361
H -3.4246 -2.8848 -2.4622
H -2.4912 -2.0724 1.0226
H -2.5862 -3.4132 -0.1191
H -4.9346 -1.5575 0.5534
H -4.6778 -3.1919 1.1775
H -4.9875 -2.9371 -0.5364
H -3.3452 0.2223 1.4736
H -2.9512 0.5445 4.3879
H -0.7139 0.2898 5.8614
H 1.2825 -0.2134 4.1289
C 4.5145 1.0420 -1.6321
C 5.3314 1.4286 -0.5782
C 4.7591 1.8886 0.5971
C 3.3693 1.9313 0.7082
N 2.5923 1.5194 -0.3124
C 3.1455 1.1190 -1.4495
C 2.6227 2.4547 1.8614
C 3.1782 3.2153 2.8972
C 2.3650 3.7540 3.8795
C 0.9897 3.5908 3.8324
C 0.4211 2.8350 2.8115
C 1.2411 2.2491 1.8731
H 4.9246 0.6948 -2.5674
H 6.4063 1.3910 -0.6795
H 5.3760 2.1942 1.4274
H 2.4524 0.8805 -2.2487
H 4.2416 3.4042 2.9240
H 2.8079 4.3238 4.6827
H 0.3521 4.0450 4.5778
H -0.6566 2.7152 2.7761
S 1.5174 -1.6571 0.2006
C 1.0725 -2.5364 -1.2389
C 1.5222 -2.1548 -2.5070
C 1.3363 -2.9963 -3.5867
C 0.7217 -4.2301 -3.4165
C 0.2424 -4.5977 -2.1665
C 0.3960 -3.7527 -1.0879
H 2.0541 -1.2248 -2.6286
H 1.7043 -2.7046 -4.5601
H 0.6145 -4.9056 -4.2508
H -0.2371 -5.5567 -2.0324
H 0.0234 -4.0357 -0.1159

**HOMO-LUMO gap (spin up / spin down)**: 4.58 / 4.49 eV
**Largest force on an atom**: 2.73 eV/Å
**Multiplicity**: 1
**E**: -52447.0357 eV
**Net charge**: +1



# 4
Density functional theory data (wB97M-V/def2-TZVPD) for a cluster of 3 separate species, C6H14INO3P in total at a distorted geometry.

CARTESIAN COORDINATES (ANGSTROEM)
N 2.4949 -0.1820 2.6021
P 1.6648 -1.6881 3.0728
O 2.6997 -3.0282 2.6661
I -0.4289 -1.8160 1.7117
H 3.0176 -0.3675 1.7111
H 3.1297 -2.9269 1.7660
C 1.9815 4.7663 -0.2101
C 2.4983 3.3606 -0.0584
O 2.7537 2.6648 -1.0399
C 2.6901 2.8392 1.3406
H 1.8927 5.0074 -1.2747
H 0.9944 4.8511 0.2512
H 2.6789 5.4703 0.2509
H 1.7346 2.8380 1.8710
H 3.4191 3.4572 1.8707
H 3.0676 1.8120 1.2964
C -2.7061 -2.0907 -2.4567
C -3.2672 -2.9439 -1.3506
O -2.5399 -3.4227 -0.4819
C -4.7524 -3.1887 -1.3487
H -1.6220 -1.9999 -2.3305
H -2.9077 -2.5570 -3.4243
H -3.1479 -1.0919 -2.4159
H -5.0453 -3.7039 -2.2669
H -5.2854 -2.2389 -1.2585
H -5.0149 -3.8205 -0.4934

**HOMO-LUMO gap**: 5.94 eV
**Largest force on an atom**: 5.25 eV/Å
**Multiplicity**: 1
**E**: -31472.4216 eV
**Energy above the lowest of the compared OMol25 structures with the same formula, charge and spin**: 0.837 eV
**Net charge**: -1



# 5
Density functional theory data (wB97M-V/def2-TZVPD) for an isolated molecule of C5H8O2.

CARTESIAN COORDINATES (ANGSTROEM)
C 1.8766 0.2180 -0.1827
C 1.1744 1.3397 -0.1234
O 0.0891 1.5091 -0.9559
C -0.9785 0.8797 -0.2512
C -0.6653 -0.4952 0.2797
C -0.8387 -1.5343 -0.5300
O -0.3680 -0.5453 1.6179
H 2.5408 -0.0744 0.6185
H 1.7290 -0.4666 -1.0096
H 1.2452 2.0762 0.6787
H -1.7978 0.6860 -0.9381
H -1.3006 1.5142 0.5866
H -0.9889 -1.3394 -1.5883
H -0.7681 -2.5656 -0.2153
H -0.9492 -1.2021 2.0131

**HOMO-LUMO gap**: 9.94 eV
**Largest force on an atom**: 0.75 eV/Å
**Multiplicity**: 1
**E**: -9407.0365 eV
**Energy above the lowest of the compared OMol25 structures with the same formula, charge and spin**: 2.796 eV



# 6
Density functional theory data (wB97M-V/def2-TZVPD) for a cluster of 6 separate species, C18H44IN2O5 in total at a distorted geometry.

CARTESIAN COORDINATES (ANGSTROEM)
I 9.8435 -8.4235 -9.3564
O 8.3760 -11.4771 -10.8143
H 8.9126 -11.9766 -10.1933
H 8.3641 -10.5874 -10.4293
O 12.4318 -10.6204 -10.3778
H 12.5136 -11.4256 -9.8601
H 12.0730 -9.9703 -9.7528
O 12.2500 -6.0099 -10.7338
H 11.4914 -5.5066 -11.0426
H 11.8816 -6.5276 -10.0033
C 7.4554 -8.0248 -5.9602
C 7.2260 -9.3519 -5.2288
C 5.7321 -9.6345 -5.1969
C 5.3914 -11.0779 -4.8879
C 6.1031 -12.0321 -5.8390
C 7.6129 -11.7950 -5.9235
N 7.8997 -10.3950 -5.9962
O 9.2819 -10.1781 -6.1223
C 8.3176 -12.4866 -4.7020
C 8.1053 -12.4638 -7.1977
C 7.7573 -9.1959 -3.7804
H 7.0756 -8.0828 -6.9770
H 8.5195 -7.7907 -5.9573
H 6.9680 -7.2103 -5.4132
H 5.2691 -8.9910 -4.4392
H 5.2681 -9.2737 -6.1234
H 4.3141 -11.2624 -4.9359
H 5.6652 -11.2873 -3.8457
H 5.6073 -12.0083 -6.8114
H 5.9643 -13.0398 -5.4343
H 7.6725 -13.0807 -4.0555
H 9.1488 -13.0990 -5.0591
H 8.8346 -11.7526 -4.0809
H 7.5305 -13.3493 -7.4653
H 7.9803 -11.7583 -8.0305
H 9.1788 -12.6585 -7.1969
H 8.7086 -8.6589 -3.7914
H 7.8739 -10.1598 -3.2979
H 7.0790 -8.5516 -3.2164
H 9.3993 -9.7571 -6.9902
C 6.0143 -3.5935 -8.8493
C 7.5257 -3.6225 -9.1601
C 8.1249 -2.2228 -9.1658
C 8.2961 -1.6403 -7.7730
C 9.1344 -2.5835 -6.8958
C 8.5594 -3.9915 -6.8831
N 8.3335 -4.4341 -8.2425
O 7.7907 -5.7472 -8.1937
C 9.6152 -4.9285 -6.2554
C 7.3321 -4.0404 -5.9467
C 7.7336 -4.2002 -10.5460
H 5.6688 -2.6039 -8.5449
H 5.7798 -4.2689 -8.0270
H 5.4209 -3.9656 -9.6840
H 9.1082 -2.2609 -9.6505
H 7.5436 -1.5273 -9.7787
H 7.3136 -1.5081 -7.2993
H 8.7413 -0.6418 -7.7975
H 9.1877 -2.1589 -5.8902
H 10.1616 -2.5720 -7.2821
H 9.9202 -4.5243 -5.2885
H 9.2350 -5.9362 -6.0969
H 10.4667 -4.9736 -6.9371
H 6.8313 -5.0008 -6.0855
H 7.6681 -3.9774 -4.9108
H 6.6031 -3.2467 -6.1148
H 7.2599 -3.6022 -11.3252
H 7.4099 -5.2408 -10.6288
H 8.8080 -4.2659 -10.7616
H 8.4435 -6.2834 -8.6747

**HOMO-LUMO gap**: 7.83 eV
**Largest force on an atom**: 1.58 eV/Å
**Multiplicity**: 1
**E**: -40699.7777 eV
**Net charge**: -1



# 7
Density functional theory data (wB97M-V/def2-TZVPD) for a structure of composition C31H45BrHgN2P2 at a distorted geometry.

CARTESIAN COORDINATES (ANGSTROEM)
C -4.5371 3.0926 -5.4217
C -3.2288 3.3833 -4.9997
C -2.5214 4.3680 -5.6796
C -3.1405 5.0953 -6.6919
N -4.4185 4.8464 -7.0577
C -5.1091 3.8544 -6.4417
C -2.5422 2.6633 -3.8712
C -2.1059 1.8387 -3.0225
C -1.6999 0.5407 -2.4643
C -2.1859 -0.0060 -1.2197
C -1.3562 -0.9093 -0.5587
C -0.0961 -1.3086 -1.0391
C 0.1687 -1.1061 -2.4393
C -0.5815 -0.0736 -3.0721
Hg 1.3223 0.7058 -0.5531
P 0.5005 0.1940 2.5497
H -1.5035 4.5629 -5.3998
H -5.0943 2.3010 -4.9502
H -2.6041 5.9021 -7.2134
H -6.1493 3.6884 -6.7813
H -0.2236 0.4017 -4.0269
H -3.1558 0.3797 -0.8196
H 0.8751 -1.6531 -3.0534
H -1.7709 -1.3827 0.3556
C 1.3404 -0.5362 4.0744
C 1.9613 0.3951 5.1303
H 2.1070 -1.1882 3.6173
H 0.6288 -1.2395 4.5425
H 2.4889 -0.1617 5.9257
H 2.6952 1.0817 4.6848
H 1.1890 0.9877 5.6451
C 0.9635 2.0606 2.3623
C -0.1896 3.0488 2.2312
H 1.4594 2.1792 1.3797
H 1.7551 2.3967 3.0649
H 0.1577 3.9390 1.6870
H -0.9925 2.6299 1.6172
H -0.6047 3.3834 3.1876
C -1.2771 0.1590 3.1747
C -1.6530 0.7094 4.5646
H -1.5308 -0.9106 3.0851
H -1.8960 0.6517 2.4070
H -2.7445 0.7401 4.7152
H -1.2558 0.0905 5.3783
H -1.2903 1.7335 4.7167
Br 0.8848 -2.8319 -0.1791
P 4.2014 0.0939 -0.6911
C 3.8614 1.0195 0.8841
C 5.0977 1.5486 1.6132
H 3.3299 0.3641 1.5682
H 3.2030 1.8771 0.6008
H 4.7853 2.2869 2.3666
H 5.5833 0.7121 2.1457
H 5.7870 1.9936 0.8877
C 4.1448 -1.7497 -0.6401
C 5.3132 -2.5136 -1.2888
H 3.2130 -2.0626 -1.1168
H 4.0577 -1.9940 0.4285
H 5.2562 -3.5549 -0.9385
H 5.2256 -2.5289 -2.3908
H 6.2827 -2.0856 -0.9813
C 3.3337 0.7483 -2.1473
C 3.9986 1.9326 -2.8600
H 2.2646 1.1291 -1.8614
H 3.1223 -0.0889 -2.8129
H 3.4990 2.1321 -3.8197
H 3.9686 2.8636 -2.2704
H 5.0405 1.6488 -3.0477
C -4.8909 -5.9365 1.9305
C -3.7309 -4.9879 1.7180
C -2.9428 -4.5517 2.7933
C -2.0376 -3.5090 2.5937
N -1.9603 -2.9209 1.4200
C -2.4761 -3.4995 0.3337
C -3.4438 -4.4976 0.4441
H -4.5533 -6.8955 2.3359
H -5.6252 -5.5225 2.6333
H -5.4315 -6.1516 0.9990
H -3.0360 -4.9464 3.7879
H -1.3861 -3.1267 3.3739
H -2.1337 -3.1314 -0.6511
H -3.9602 -4.7917 -0.4809

**HOMO-LUMO gap (spin up / spin down)**: 4.65 / 3.97 eV
**Largest force on an atom**: 4.51 eV/Å
**Multiplicity**: 1
**E**: -128629.2882 eV
**Energy above the lowest of the compared OMol25 structures with the same formula, charge and spin**: 3.750 eV
**Net charge**: +2



# 8
Density functional theory data (wB97M-V/def2-TZVPD) for a cluster of 2 separate species, BrClIO3P in total at a distorted geometry.

CARTESIAN COORDINATES (ANGSTROEM)
O -1.4200 -0.6050 -0.2779
O -0.3901 0.9465 -1.9164
O 1.6020 -0.8301 -0.0395
P -1.1159 -0.5740 -1.7132
Cl -0.3275 1.8965 -0.5055
Br 1.8639 -0.7488 1.5901
I -0.2124 -0.0851 2.8624

**HOMO-LUMO gap**: 7.36 eV
**Largest force on an atom**: 2.24 eV/Å
**Multiplicity**: 1
**E**: -106092.4414 eV
**Energy above the lowest of the compared OMol25 structures with the same formula, charge and spin**: 3.459 eV